{"formula": "C2H6ClOP", "method": "ωB97M-V with the def2-TZVPD basis set", "species": ["Cl", "P", "O", "C", "C", "H", "H", "H", "H", "H", "H"], "positions_angstrom": [[2.3978, 0.6793, 0.0987], [0.5852, -0.4846, -0.0152], [0.8680, -1.9178, -0.0323], [-0.2964, 0.0865, 1.4373], [-0.2661, 0.1945, -1.4504], [0.3987, 0.3151, 2.2345], [-1.0157, -0.7378, 1.7530], [-0.9746, 0.9741, 1.0565], [-1.2567, -0.2608, -1.0972], [-0.0348, -0.1193, -2.5422], [-0.4054, 1.2708, -1.4427]], "forces_ev_per_angstrom": [[-1.093, -0.601, -0.071], [2.010, 0.889, -0.328], [-0.039, -0.340, -0.166], [-2.636, 0.526, -0.993], [-1.441, -1.107, -0.728], [-0.110, 0.301, 0.074], [1.005, 0.940, -0.375], [1.531, -1.398, 1.242], [0.647, 0.589, -1.193], [-0.076, 0.088, 2.256], [0.201, 0.112, 0.283]], "nbo_charge": [-0.3739, 1.9261, -1.0523, -1.0401, -1.0305, 0.2752, 0.2676, 0.2501, 0.2377, 0.2843, 0.2558], "homo_lumo_gap_ha": 0.4191, "smiles": "CP(C)(=O)Cl", "max_force_ev_per_a": 2.9, "total_energy_ev": -26031.40518, "e_lumo_ev": 0.63, "total_charge": 0}